(1)
{
  "formula": "C7H12F3N3O2",
  "method": "the ωB97M-V functional and the def2-TZVPD basis",
  "multiplicity": 1,
  "e_above_lowest_kj_mol": 0.0,
  "smiles": "N[C@]1(C(F)(F)F)C[N@@+]1([O-])O.CCCC#N",
  "fmax_ev_per_a": 1.95,
  "orbital_gap_ev": 9.973,
  "energy_ev": -24167.23308,
  "species": ["N", "C", "C", "F", "F", "F", "C", "N", "O", "O", "H", "H", "H", "H", "H", "C", "C", "C", "C", "N", "H", "H", "H", "H", "H", "H", "H"],
  "positions_angstrom": [[-0.98104, -0.10140, 1.68985], [-1.97515, -0.06044, 0.69317], [-2.07293, 1.27574, -0.00781], [-2.72281, 1.24327, -1.17177], [-2.75976, 2.14569, 0.76949], [-0.88283, 1.83454, -0.22461], [-3.20911, -0.93222, 0.74091], [-2.06635, -1.37279, -0.04169], [-1.28284, -2.27572, 0.36161], [-2.29372, -1.30591, -1.38740], [-1.33917, 0.00731, 2.63219], [-0.55839, -1.04115, 1.60205], [-4.06774, -0.63155, 0.15902], [-3.40350, -1.50215, 1.63827], [-1.41376, -1.14139, -1.82130], [3.47388, 1.19076, -1.11995], [2.89017, 0.69971, 0.19905], [2.14028, -0.62705, 0.02353], [1.03672, -0.50902, -0.87843], [0.17679, -0.46542, -1.63202], [2.68037, 1.37617, -1.84125], [4.02069, 2.11740, -0.96849], [4.15593, 0.45373, -1.53975], [3.69142, 0.54484, 0.92378], [2.20404, 1.44646, 0.60033], [1.74883, -0.97699, 0.98185], [2.80997, -1.39243, -0.38064]]
}

(2)
{
  "formula": "C7H12IN2O",
  "method": "the ωB97M-V functional and the def2-TZVPD basis",
  "multiplicity": 3,
  "e_above_lowest_kj_mol": 63.9,
  "s_squared": 2.02,
  "fmax_ev_per_a": 4.44,
  "orbital_gap_ev": [7.317, 7.083],
  "energy_ev": -20568.32910,
  "total_charge": 1,
  "species": ["C", "C", "C", "C", "C", "C", "C", "N", "N", "O", "I", "H", "H", "H", "H", "H", "H", "H", "H", "H", "H", "H", "H"],
  "positions_angstrom": [[1.33691, 0.02996, 2.67310], [-1.36464, 0.07654, 0.05492], [1.03629, -0.45278, 0.09135], [-1.32389, 0.18641, -1.45709], [1.14137, -0.32559, -1.45755], [-0.07167, 0.31064, 0.75264], [0.00959, 0.15054, 2.29220], [2.38255, -0.39501, 2.88785], [-0.28050, -0.68039, -2.07928], [0.42272, 1.59988, 0.41909], [-1.27633, 1.31848, 3.35803], [-2.09272, 1.00907, 0.40234], [-1.75746, -0.98802, 0.39674], [1.18217, -1.55981, 0.31995], [1.94281, 0.09217, 0.47598], [-2.29562, -0.07980, -1.91866], [-1.15147, 1.25587, -1.64706], [1.54826, 0.67746, -1.64105], [1.83250, -0.99862, -1.91999], [-0.53577, -1.54634, 2.24085], [-0.35160, -1.64984, -1.96912], [-0.28788, -0.46594, -3.06501], [-0.04563, 2.43509, 0.78976]]
}

(3)
{
  "formula": "C7H12IrNS4",
  "method": "the ωB97M-V functional and the def2-TZVPD basis",
  "multiplicity": 5,
  "e_above_lowest_kj_mol": 0.0,
  "s_squared": 6.03,
  "fmax_ev_per_a": 0.26,
  "orbital_gap_ev": [9.807, 6.550],
  "energy_ev": -55104.28839,
  "total_charge": 2,
  "species": ["Ir", "C", "C", "S", "C", "C", "S", "C", "C", "S", "H", "H", "H", "H", "H", "H", "H", "H", "H", "H", "H", "H", "S", "C", "N"],
  "positions_angstrom": [[-0.20989, 0.39160, 1.73179], [0.44614, 1.83737, -1.12201], [1.77222, 1.59170, -0.41499], [1.91799, 0.14377, 0.67974], [1.65437, -1.35260, -0.31860], [0.24393, -1.62750, -0.82303], [-1.02173, -1.56431, 0.49541], [-2.41875, -0.75821, -0.33601], [-2.14596, 0.59174, -0.99410], [-1.06285, 1.74195, -0.05752], [0.45143, 2.84437, -1.53920], [0.29191, 1.14382, -1.94488], [2.56799, 1.51648, -1.15917], [2.03470, 2.42098, 0.24451], [2.35605, -1.31341, -1.15425], [2.00086, -2.14962, 0.34284], [-0.04670, -0.93375, -1.60752], [0.21558, -2.63272, -1.24482], [-2.82112, -1.44617, -1.08153], [-3.16781, -0.67668, 0.45319], [-1.70539, 0.49392, -1.98479], [-3.09175, 1.11788, -1.12415], [-0.73948, 0.15958, 3.99359], [0.72630, -0.52789, 4.35596], [1.75196, -1.01230, 4.60953]]
}

(4)
{
  "formula": "C7H12N",
  "method": "the ωB97M-V functional and the def2-TZVPD basis",
  "multiplicity": 3,
  "e_above_lowest_kj_mol": 150.9,
  "s_squared": 2.02,
  "fmax_ev_per_a": 3.87,
  "orbital_gap_ev": [9.091, 8.091],
  "energy_ev": -8931.41872,
  "total_charge": 1,
  "species": ["C", "C", "C", "C", "C", "C", "C", "N", "H", "H", "H", "H", "H", "H", "H", "H", "H", "H", "H", "H"],
  "positions_angstrom": [[0.70091, 1.40535, 0.03652], [1.30033, 0.20610, -0.13081], [-0.79131, 1.76053, 0.44258], [0.53582, -1.03965, 0.23018], [-1.43944, 0.44229, 0.44161], [2.82408, 0.29197, -0.17512], [-2.28015, 0.00772, -0.77050], [-0.68317, -0.60575, 1.03186], [-0.54600, 2.21326, 1.39859], [-1.19395, 2.38664, -0.31697], [0.29211, -1.56246, -0.68921], [1.14352, -1.78537, 0.75527], [3.27689, 0.22230, -1.19917], [3.20461, -0.44378, 0.55082], [3.10963, 1.32918, 0.31289], [-2.61813, 0.91060, -1.17910], [-3.21323, -0.57857, -0.51085], [-1.79254, -0.65061, -1.51318], [-1.28806, -1.39860, 0.98600], [-0.17559, -0.35252, 1.84582]]
}

(5)
{
  "formula": "C7H12N2",
  "method": "the ωB97M-V functional and the def2-TZVPD basis",
  "multiplicity": 1,
  "e_above_lowest_kj_mol": 618.6,
  "fmax_ev_per_a": 5.76,
  "orbital_gap_ev": 9.364,
  "energy_ev": -10427.06562,
  "species": ["C", "C", "C", "C", "C", "C", "C", "H", "H", "H", "H", "H", "H", "H", "H", "H", "H", "H", "H", "N", "N"],
  "positions_angstrom": [[2.20755, 0.60223, 1.74143], [1.14387, -0.42069, 1.35863], [-0.09029, 0.27846, 1.58743], [-0.93324, 0.50911, 0.55522], [-1.24629, 0.19555, -1.92398], [-0.93237, 1.35254, -2.43701], [-1.12446, -1.66917, -0.63860], [2.34828, 0.61232, 2.99542], [3.26972, 0.05542, 1.62822], [2.02945, 1.81571, 1.44813], [0.95562, -0.56356, 0.17417], [1.31695, -1.37000, 2.09617], [-0.22217, 0.92439, 2.45542], [-1.88936, 1.00674, 0.75023], [-1.57613, -0.52378, -2.66732], [-0.93290, 1.72872, -3.40510], [-0.87213, 2.32585, -1.76182], [-2.08017, -2.08756, 0.36488], [0.22243, -1.99696, -2.16342], [-0.96885, -0.24790, -0.60068], [-0.62550, -2.52745, -1.55741]]
}

(6)
{
  "formula": "C7H12N2",
  "method": "the ωB97M-V functional and the def2-TZVPD basis",
  "multiplicity": 1,
  "e_above_lowest_kj_mol": 544.9,
  "fmax_ev_per_a": 6.09,
  "orbital_gap_ev": [7.329, 7.295],
  "energy_ev": -10427.83001,
  "species": ["C", "C", "C", "C", "N", "C", "C", "C", "N", "H", "H", "H", "H", "H", "H", "H", "H", "H", "H", "H", "H"],
  "positions_angstrom": [[-0.22650, 1.90769, 0.08893], [-1.39674, 1.45794, -0.76512], [1.18366, 1.14139, -0.19216], [-0.24913, -1.62072, 0.32246], [-0.69607, -1.75969, 1.60648], [1.53490, 0.21706, 0.90302], [1.24793, -0.83702, 0.15400], [-0.62860, -2.37301, -0.70979], [1.97431, 1.67268, -1.07662], [-1.01994, -2.68614, 1.86000], [-0.81701, -0.89067, 2.11299], [2.75447, 1.04039, -1.27922], [1.50535, 0.43328, 1.95971], [1.75677, -1.20396, -0.73419], [0.04479, 2.92740, -0.19964], [-0.48581, 1.96222, 1.15013], [-0.22986, -2.17787, -1.70155], [-1.11940, -3.32831, -0.56408], [-1.06692, 1.14258, -1.75932], [-2.08774, 2.29308, -0.91557], [-1.97847, 0.68169, -0.26047]]
}

(7)
{
  "formula": "C7H12N2",
  "method": "the ωB97M-V functional and the def2-TZVPD basis",
  "multiplicity": 1,
  "e_above_lowest_kj_mol": 435.0,
  "smiles": "C[C@@H]1C=C[C@@H]2N[C@H]2CN1",
  "fmax_ev_per_a": 6.33,
  "orbital_gap_ev": 9.794,
  "energy_ev": -10428.96851,
  "species": ["C", "C", "C", "C", "C", "N", "C", "C", "N", "H", "H", "H", "H", "H", "H", "H", "H", "H", "H", "H", "H"],
  "positions_angstrom": [[-2.58436, 0.18803, 0.12503], [-1.09090, 0.05606, 0.20543], [-0.42584, 1.43400, -0.29324], [0.86100, 1.67532, -0.25492], [1.67881, 0.64144, 0.49499], [2.98117, 0.16939, -0.05875], [1.65662, -0.55079, -0.31070], [0.64752, -1.64433, 0.00245], [-0.55325, -1.09439, -0.37874], [-3.02082, 1.06536, 0.68056], [-3.02590, -0.67965, 0.88574], [-3.03419, -0.11023, -0.93813], [-0.77642, -0.00657, 1.29273], [-1.08331, 2.16838, -0.68048], [1.19343, 2.67593, -0.54310], [1.36758, 0.29036, 1.52887], [3.45942, -0.29463, 0.76994], [1.33905, -0.36624, -1.36736], [0.36838, -2.14482, 0.96212], [0.72674, -2.58559, -0.68821], [-0.68472, -0.88701, -1.43423]]
}

(8)
{
  "formula": "C7H12N2O",
  "method": "the ωB97M-V functional and the def2-TZVPD basis",
  "multiplicity": 1,
  "e_above_lowest_kj_mol": 450.8,
  "fmax_ev_per_a": 1.26,
  "orbital_gap_ev": 8.052,
  "energy_ev": -12476.88802,
  "species": ["C", "C", "C", "C", "C", "C", "N", "C", "O", "N", "H", "H", "H", "H", "H", "H", "H", "H", "H", "H", "H", "H"],
  "positions_angstrom": [[1.01209, 0.01424, -0.21402], [1.66133, 1.41930, -0.22262], [1.20390, -0.63363, 1.16869], [1.63235, -0.86428, -1.30530], [-0.45496, 0.23301, -0.46666], [-2.39623, -0.06640, 0.18747], [-3.62991, -0.28505, 0.68611], [-1.41306, 0.84805, 0.45030], [-0.97870, -0.07482, -1.63862], [-1.89321, -0.99528, -0.75436], [-4.13124, -1.09744, 0.36534], [-3.89748, 0.11941, 1.56683], [-1.35282, 1.73757, 1.04996], [0.77236, -0.01772, 1.95691], [1.53457, -0.40438, -2.28816], [1.23524, 2.05987, 0.55071], [1.53263, 1.90966, -1.18887], [2.73108, 1.31843, -0.03094], [2.27029, -0.75708, 1.36808], [0.72892, -1.61442, 1.19816], [1.13915, -1.83541, -1.34094], [2.69371, -1.01363, -1.09807]]
}